[1]
Density functional theory data (ωB97M-V/def2-TZVPD) for a structure of composition CHAg2Cl3F2 at a distorted geometry.

Calculated values
Frontier orbital gap (alpha / beta) (eV): 10.27 / 5.00
Total charge: +2
Relative energy (zero: lowest compared OMol25 entry of this formula, charge and spin) (kJ/mol): 29.40
E_HOMO (alpha / beta) (eV): -19.417 / -19.197
2S+1: 3

Geometry as XYZ:
```
9
Properties=species:S:1:pos:R:3:forces:R:3
Ag 1.860 1.048 1.690 -0.1 -0.4 -1.8
Ag 3.156 0.369 -1.222 0.1 -0.1 -0.2
F 1.901 -0.745 0.446 0.0 1.2 0.6
F 1.708 1.984 -0.366 0.1 -0.7 1.3
C -1.643 -0.643 -0.112 0.7 0.3 0.8
Cl -1.480 0.392 1.311 -0.3 -0.1 -0.3
Cl -1.210 0.260 -1.551 -0.6 -0.4 0.2
Cl -3.301 -1.168 -0.240 0.0 0.3 -0.4
H -0.991 -1.496 0.043 0.0 -0.1 -0.3
```
Forces are in eV/Å.

***

[2]
Density functional theory data (ωB97M-V/def2-TZVPD) for a structure of composition CHBeLiO at a distorted geometry.

Calculated values
Frontier orbital gap (alpha / beta) (eV): 7.64 / 6.16
Relative energy (zero: lowest compared OMol25 entry of this formula, charge and spin) (kJ/mol): 220.29
E_HOMO (alpha / beta) (eV): -7.948 / -6.575

Geometry as XYZ:
```
5
Properties=species:S:1:pos:R:3:forces:R:3
H 0.171 1.350 -0.738 0.9 -2.9 0.7
O -0.533 -0.361 0.598 -4.6 1.5 -4.1
C 0.634 -0.048 -0.123 -1.5 4.8 -4.3
Be -0.923 -0.159 -0.998 0.1 0.4 1.0
Li 0.650 -0.781 1.260 5.1 -3.8 6.8
```
Forces are in eV/Å.

***

[3]
Density functional theory data (ωB97M-V/def2-TZVPD) for a cluster of 2 separate species, CHBr2F in total at a distorted geometry.

Calculated values
Frontier orbital gap (alpha / beta) (eV): 11.15 / 4.83
Relative energy (zero: lowest compared OMol25 entry of this formula, charge and spin) (kJ/mol): 115.15
E_HOMO (alpha / beta) (eV): -11.252 / -8.420

Geometry as XYZ:
```
5
Properties=species:S:1:pos:R:3:forces:R:3
C 0.498 0.541 -0.142 -1.7 -0.7 0.0
F -0.098 0.988 0.971 -0.1 -0.2 -0.4
Br 2.143 1.147 -0.437 1.7 0.5 -0.3
Br 5.476 -0.515 0.216 -0.2 0.1 0.0
H -0.139 0.214 -0.976 0.2 0.3 0.7
```
Forces are in eV/Å.

***

[4]
Density functional theory data (ωB97M-V/def2-TZVPD) for a cluster of 2 separate species, CHBr2IO2S in total at a distorted geometry.

Calculated values
Frontier orbital gap (alpha / beta) (eV): 6.51 / 7.90
Relative energy (zero: lowest compared OMol25 entry of this formula, charge and spin) (kJ/mol): 85.34
E_HOMO (alpha / beta) (eV): -9.796 / -10.131

Geometry as XYZ:
```
8
Properties=species:S:1:pos:R:3:forces:R:3
C -0.086 -0.906 -2.017 -1.7 0.0 -2.1
O -0.344 -0.201 -2.949 0.9 -0.2 1.2
O 0.658 2.846 1.340 0.5 -0.2 0.2
S 1.362 1.807 2.115 -0.5 0.3 -0.4
Br -1.918 -1.314 1.029 0.1 0.2 0.2
Br 1.340 -0.886 -0.838 1.4 0.6 0.7
I -0.341 0.435 3.101 -0.1 -0.3 -0.1
H -0.672 -1.782 -1.781 -0.5 -0.4 0.2
```
Forces are in eV/Å.

***

[5]
Density functional theory data (ωB97M-V/def2-TZVPD) for a cluster of 2 separate species, CHBr2OP in total at a distorted geometry.

Calculated values
Frontier orbital gap (alpha / beta) (eV): 7.41 / 6.00
Relative energy (zero: lowest compared OMol25 entry of this formula, charge and spin) (kJ/mol): 4.15
E_HOMO (alpha / beta) (eV): -9.956 / -9.831

Geometry as XYZ:
```
6
Properties=species:S:1:pos:R:3:forces:R:3
C 0.750 0.490 0.347 -1.1 -2.4 -0.6
O -0.262 2.777 -0.117 0.4 3.0 0.8
P -0.499 1.410 -0.494 -0.9 -2.5 -1.5
Br 0.461 -1.450 0.298 0.5 1.7 0.1
Br -1.578 -4.128 -1.273 0.0 0.0 0.0
H 1.128 0.900 1.238 1.0 0.1 1.1
```
Forces are in eV/Å.

***

[6]
Density functional theory data (ωB97M-V/def2-TZVPD) for a structure of composition CHBrCl2 at a distorted geometry.

Calculated values
Frontier orbital gap (alpha / beta) (eV): 9.57 / 5.78
Relative energy (zero: lowest compared OMol25 entry of this formula, charge and spin) (kJ/mol): 209.20
E_HOMO (alpha / beta) (eV): -10.511 / -8.764

Geometry as XYZ:
```
5
Properties=species:S:1:pos:R:3:forces:R:3
C -0.330 -0.747 0.274 -0.6 0.8 0.3
Cl -1.924 -0.555 0.932 1.6 0.3 -0.7
Cl 0.177 -2.215 -0.233 0.1 -2.3 -0.3
Br -4.501 0.136 -0.053 0.1 -0.1 -0.1
H 0.382 -0.078 -0.213 -1.3 1.3 0.7
```
Forces are in eV/Å.

***

[7]
Density functional theory data (ωB97M-V/def2-TZVPD) for an isolated molecule of CHBrClNO2 at a distorted geometry.

Calculated values
Frontier orbital gap (eV): 10.39
Relative energy (zero: lowest compared OMol25 entry of this formula, charge and spin) (kJ/mol): 36.07
E_HOMO (eV): -10.924

Geometry as XYZ:
```
7
Properties=species:S:1:pos:R:3:forces:R:3
C 0.048 -0.433 0.320 2.9 -1.9 2.8
N -0.053 0.614 -0.723 0.1 -1.1 -0.4
O 0.444 0.343 -1.762 1.3 -1.5 -2.3
O -0.539 1.648 -0.482 -1.8 2.7 1.2
Cl -1.103 -1.760 0.390 -0.3 0.9 -0.4
Br 0.140 0.621 2.042 0.0 -1.1 -0.8
H 1.065 -1.034 0.214 -2.0 2.0 0.0
```
Forces are in eV/Å.

***

[8]
Density functional theory data (ωB97M-V/def2-TZVPD) for a cluster of 2 separate species, CHBrF2O2S in total at a distorted geometry.

Calculated values
Frontier orbital gap (alpha / beta) (eV): 7.70 / 7.71
E_HOMO (alpha / beta) (eV): -8.032 / -11.349
2S+1: 3

Geometry as XYZ:
```
8
Properties=species:S:1:pos:R:3:forces:R:3
C 1.420 -0.752 0.142 0.8 0.4 0.5
O -0.994 1.708 -1.313 0.3 0.4 -1.0
O -1.221 1.490 1.090 -0.3 0.8 2.5
F 0.907 -1.832 -0.332 -0.6 -1.0 -0.9
F 1.645 -0.785 1.417 0.2 -0.2 1.6
S -0.975 0.893 -0.150 -0.4 -0.7 -1.5
Br -2.463 -0.856 -0.502 -0.2 -0.2 0.0
H 1.682 0.133 -0.352 0.2 0.6 -1.1
```
Forces are in eV/Å.

***

[9]
Density functional theory data (ωB97M-V/def2-TZVPD) for a structure of composition CHBrS at a distorted geometry.

Calculated values
Frontier orbital gap (alpha / beta) (eV): 8.75 / 7.12
Relative energy (zero: lowest compared OMol25 entry of this formula, charge and spin) (kJ/mol): 344.79
E_HOMO (alpha / beta) (eV): -9.518 / -9.022

Geometry as XYZ:
```
4
Properties=species:S:1:pos:R:3:forces:R:3
C -0.771 -0.452 0.082 3.8 -5.6 0.4
S -0.576 -2.715 0.016 -0.5 4.3 0.1
Br -2.403 0.206 0.020 -0.7 0.8 0.1
H 0.328 -0.217 0.385 -2.6 0.5 -0.5
```
Forces are in eV/Å.

***

[10]
Density functional theory data (ωB97M-V/def2-TZVPD) for an isolated molecule of CHBrS at a distorted geometry.

Calculated values
Frontier orbital gap (eV): 8.55
Relative energy (zero: lowest compared OMol25 entry of this formula, charge and spin) (kJ/mol): 40.49
E_HOMO (eV): -9.664

Geometry as XYZ:
```
4
Properties=species:S:1:pos:R:3:forces:R:3
C 0.859 -0.303 -0.171 -2.4 -1.3 -0.1
S 2.169 0.368 -0.679 -0.2 -0.1 0.3
Br 0.690 -2.540 0.025 0.1 2.4 -0.1
H -0.242 0.098 -0.012 2.5 -1.0 -0.1
```
Forces are in eV/Å.

***

[11]
Density functional theory data (ωB97M-V/def2-TZVPD) for an isolated molecule of CHCl2F at a distorted geometry.

Calculated values
Frontier orbital gap (eV): 11.56
Relative energy (zero: lowest compared OMol25 entry of this formula, charge and spin) (kJ/mol): 60.10
E_HOMO (eV): -11.355

Geometry as XYZ:
```
5
Properties=species:S:1:pos:R:3:forces:R:3
C 0.007 0.173 0.095 -0.2 -1.2 -0.9
H 0.000 0.189 1.219 0.0 0.5 -1.4
F -0.010 1.422 -0.535 0.1 -2.8 1.4
Cl 1.510 -0.888 -0.390 -1.7 1.8 0.5
Cl -1.507 -0.895 -0.389 1.8 1.7 0.5
```
Forces are in eV/Å.

***

[12]
Density functional theory data (ωB97M-V/def2-TZVPD) for a cluster of 2 separate species, CHCl2NO2 in total at a distorted geometry.

Calculated values
Frontier orbital gap (alpha / beta) (eV): 9.09 / 7.94
Relative energy (zero: lowest compared OMol25 entry of this formula, charge and spin) (kJ/mol): 419.66
E_HOMO (alpha / beta) (eV): -9.812 / -8.901

Geometry as XYZ:
```
7
Properties=species:S:1:pos:R:3:forces:R:3
C -0.009 0.677 0.240 0.4 0.2 -0.8
N -2.833 0.106 -0.533 1.0 0.9 1.2
O -2.612 -0.637 -1.423 -1.2 -0.2 0.0
O -3.714 0.522 0.157 -0.1 -0.9 -1.1
Cl 0.100 1.596 1.660 -0.2 0.1 -0.1
Cl -0.391 1.547 -1.274 0.9 -0.8 1.4
H 0.710 -0.171 0.246 -0.8 0.7 -0.6
```
Forces are in eV/Å.

***

[13]
Density functional theory data (ωB97M-V/def2-TZVPD) for an isolated molecule of CHCl2NO2 at a distorted geometry.

Calculated values
Frontier orbital gap (eV): 10.10
Relative energy (zero: lowest compared OMol25 entry of this formula, charge and spin) (kJ/mol): 294.13
E_HOMO (eV): -10.813

Geometry as XYZ:
```
7
Properties=species:S:1:pos:R:3:forces:R:3
C 1.235 0.276 0.294 -2.2 1.1 -3.5
N -0.864 -0.420 -0.465 2.1 1.1 1.1
O 2.175 0.620 0.895 1.1 -0.2 1.3
O 0.056 -0.153 0.780 -1.9 -1.2 0.0
Cl -1.806 1.028 -0.630 -0.2 -0.4 0.2
Cl -1.750 -1.780 -0.073 -0.6 -0.4 0.4
H 0.955 0.429 -0.800 1.7 -0.1 0.5
```
Forces are in eV/Å.

***

[14]
Density functional theory data (ωB97M-V/def2-TZVPD) for the ion CHCl2O2S with charge -1 at a distorted geometry.

Calculated values
Frontier orbital gap (eV): 7.28
Total charge: -1
Relative energy (zero: lowest compared OMol25 entry of this formula, charge and spin) (kJ/mol): 43.97
E_HOMO (eV): -3.788

Geometry as XYZ:
```
7
Properties=species:S:1:pos:R:3:forces:R:3
C 0.744 0.175 0.104 -1.2 -2.7 0.6
O -1.485 -1.083 0.854 0.1 0.3 -0.5
O -1.670 0.188 -1.305 0.3 -0.3 0.5
S -1.332 0.213 0.138 0.2 0.5 0.3
Cl 1.570 1.141 1.455 -0.6 -0.9 -1.2
Cl 1.418 0.356 -1.488 0.5 0.7 -0.4
H 0.754 -0.991 0.241 0.6 2.3 0.7
```
Forces are in eV/Å.

***

[15]
Density functional theory data (ωB97M-V/def2-TZVPD) for an isolated molecule of CHCl2OPS at a distorted geometry.

Calculated values
Frontier orbital gap (eV): 7.96
Relative energy (zero: lowest compared OMol25 entry of this formula, charge and spin) (kJ/mol): 93.95
E_HOMO (eV): -9.662

Geometry as XYZ:
```
7
Properties=species:S:1:pos:R:3:forces:R:3
C -0.401 -1.064 0.006 1.3 -1.1 -3.5
O 1.780 0.710 -0.554 2.1 -0.4 -1.4
P 0.440 0.625 -0.064 -1.1 -1.1 0.1
S -1.800 -1.284 0.728 0.3 -0.3 0.0
Cl -0.709 1.905 -1.120 -0.4 -0.3 0.6
Cl 0.525 1.006 1.846 -0.7 0.8 1.4
H 0.166 -1.899 -0.841 -1.6 2.4 2.8
```
Forces are in eV/Å.

***

[16]
Density functional theory data (ωB97M-V/def2-TZVPD) for an isolated molecule of CHCl3 at a distorted geometry.

Calculated values
Frontier orbital gap (eV): 11.94
Relative energy (zero: lowest compared OMol25 entry of this formula, charge and spin) (kJ/mol): 10.70
E_HOMO (eV): -11.157

Geometry as XYZ:
```
5
Properties=species:S:1:pos:R:3:forces:R:3
C -0.390 0.075 0.118 -1.4 1.8 0.3
H -1.430 0.349 0.366 0.7 0.1 0.0
Cl 0.195 1.310 -1.026 0.1 0.1 0.2
Cl -0.488 -1.421 -0.648 0.2 -2.0 -0.8
Cl 0.515 0.064 1.610 0.4 0.0 0.2
```
Forces are in eV/Å.

***

[17]
Density functional theory data (ωB97M-V/def2-TZVPD) for a cluster of 2 separate species, CHCl3O2S in total at a distorted geometry.

Calculated values
Frontier orbital gap (alpha / beta) (eV): 9.35 / 7.13
Relative energy (zero: lowest compared OMol25 entry of this formula, charge and spin) (kJ/mol): 0.00
E_HOMO (alpha / beta) (eV): -8.995 / -11.333
2S+1: 3

Geometry as XYZ:
```
8
Properties=species:S:1:pos:R:3:forces:R:3
C 1.442 -0.524 0.008 1.0 0.4 -0.8
O -3.105 1.067 -0.968 -0.3 0.4 -0.7
O 0.167 -0.470 0.349 2.9 -0.7 -0.5
S -2.625 0.059 -0.037 -0.3 -0.7 -0.5
Cl 1.991 -1.297 -1.677 -1.0 0.4 1.4
Cl 2.209 1.153 -0.017 -0.6 0.0 0.0
Cl -2.367 0.979 1.701 0.2 0.4 1.1
H 2.287 -0.967 0.640 -1.9 -0.2 0.0
```
Forces are in eV/Å.

***

[18]
Density functional theory data (ωB97M-V/def2-TZVPD) for a structure of composition CHCl3O3 at a distorted geometry.

Calculated values
Frontier orbital gap (alpha / beta) (eV): 8.06 / 7.85
E_HOMO (alpha / beta) (eV): -7.937 / -11.013
2S+1: 3

Geometry as XYZ:
```
8
Properties=species:S:1:pos:R:3:forces:R:3
C 1.291 3.072 0.267 0.4 -0.6 0.1
O 2.427 3.011 0.402 1.5 0.6 0.1
O 1.075 0.584 0.635 0.0 -1.2 -0.3
O 0.156 3.023 0.135 -1.8 0.5 -0.3
Cl 3.535 -0.484 -0.522 4.7 0.3 -0.9
Cl 1.492 -0.676 -0.154 -2.8 1.7 1.5
Cl -0.714 -2.074 -0.350 -1.7 -2.3 -0.3
H -0.555 -3.379 -0.463 -0.3 1.0 0.1
```
Forces are in eV/Å.

***

[19]
Density functional theory data (ωB97M-V/def2-TZVPD) for an isolated molecule of CHClF2O at a distorted geometry.

Calculated values
Frontier orbital gap (eV): 12.49
Relative energy (zero: lowest compared OMol25 entry of this formula, charge and spin) (kJ/mol): 95.63
E_HOMO (eV): -12.153

Geometry as XYZ:
```
6
Properties=species:S:1:pos:R:3:forces:R:3
C -1.450 0.203 0.129 -0.3 3.6 -2.5
O -0.462 -0.604 -0.158 3.7 1.0 -0.8
F -1.319 1.541 -0.706 -0.2 -3.1 0.9
F -1.506 0.763 1.293 0.7 0.1 2.1
Cl -2.969 -0.534 -0.168 -0.5 -0.3 -0.5
H 0.471 -0.121 -0.361 -3.4 -1.2 0.9
```
Forces are in eV/Å.

***

[20]
Density functional theory data (ωB97M-V/def2-TZVPD) for a cluster of 2 separate species, CHClF2O2 in total at a distorted geometry.

Calculated values
Frontier orbital gap (alpha / beta) (eV): 11.21 / 7.80
Relative energy (zero: lowest compared OMol25 entry of this formula, charge and spin) (kJ/mol): 353.27
E_HOMO (alpha / beta) (eV): -11.214 / -8.746

Geometry as XYZ:
```
7
Properties=species:S:1:pos:R:3:forces:R:3
C 0.710 -0.690 0.132 -1.3 0.0 -0.2
O -1.055 0.798 0.192 -1.3 0.7 -0.8
O -1.773 1.342 -0.795 -0.2 -0.6 0.2
F -0.024 -1.358 1.023 1.2 0.1 0.0
F 1.799 -0.129 0.631 0.0 -0.8 -0.1
Cl 0.703 -1.408 -1.417 0.6 0.0 0.3
H -0.358 1.445 0.234 1.0 0.5 0.6
```
Forces are in eV/Å.